(1)
The following is a DFT calculation (the ωB97M-V functional and the def2-TZVPD basis) of 7 unconnected molecules or ions with the total composition C57H120F6N5O6S2.

The geometry in ORCA input format:
```
! wB97M-V def2-TZVPD RIJCOSX def2/J DEFGRID3
* xyz 3 1
C 12.1476 8.2430 20.9508
C 12.0678 9.6034 20.2405
C 13.2508 9.8448 19.3371
C 13.2955 11.1546 18.5505
N 12.7635 11.0618 17.0772
C 11.3844 10.5052 17.0563
C 10.8286 11.0168 15.7511
C 11.3841 12.4061 15.5340
C 12.6151 12.4995 16.5099
C 13.7034 10.1860 16.2515
C 15.2010 10.5332 16.3033
C 15.8508 10.3542 14.9519
H 11.3507 8.0697 21.6417
H 13.1524 8.1767 21.3880
H 12.0655 7.4701 20.2186
H 12.0029 10.4541 20.9272
H 11.1721 9.6679 19.6238
H 13.5640 8.9740 18.7628
H 14.1435 9.9329 20.1005
H 14.2859 11.6059 18.4930
H 12.6551 11.9821 18.9094
H 11.4191 9.4159 17.2374
H 10.8709 11.0691 17.9292
H 11.0659 10.3173 14.9907
H 9.7494 11.0992 15.6928
H 11.7487 12.5189 14.5071
H 10.7438 13.2761 15.7288
H 13.5485 12.7160 15.9954
H 12.4199 13.1108 17.4799
H 13.2968 10.2901 15.2490
H 13.5145 9.1402 16.5536
H 15.7697 10.0405 17.0919
H 15.2667 11.5726 16.6120
H 15.3000 10.9666 14.2438
H 15.9311 9.3317 14.6548
H 16.8463 10.7907 14.8880
C 8.8908 6.5838 13.9500
C 10.2386 7.0880 14.3127
C 11.2608 6.3738 13.3456
C 11.8800 5.1725 14.1610
N 12.8976 4.2015 13.4889
C 12.4439 3.9261 12.0388
C 11.2407 3.0370 12.2652
C 11.5466 2.2057 13.6391
C 12.8348 2.8852 14.1258
C 14.3426 4.6865 13.6176
C 14.6661 6.0777 13.1006
C 16.2275 6.1556 13.0462
H 8.0543 6.8267 14.5419
H 8.8723 5.5477 13.7659
H 8.6241 6.9398 12.8751
H 10.4285 6.8252 15.3706
H 10.2786 8.1524 14.1618
H 11.9235 7.1486 13.0062
H 10.6976 5.9473 12.4874
H 11.0349 4.6248 14.5850
H 12.5114 5.5366 14.9887
H 13.2860 3.3911 11.5435
H 12.1059 4.8129 11.5457
H 10.9923 2.3506 11.4244
H 10.3816 3.7063 12.3343
H 11.6670 1.1252 13.5781
H 10.6757 2.4634 14.3093
H 13.7696 2.4234 13.7358
H 12.9041 3.1097 15.1533
H 14.9630 3.9769 13.0988
H 14.5336 4.5085 14.6740
H 14.3358 6.8550 13.7764
H 14.2290 6.1844 12.0933
H 16.7834 5.9558 13.9968
H 16.5998 7.2326 12.7827
H 16.6785 5.5076 12.3201
C 19.6409 1.0197 22.7834
C 19.1364 2.3524 23.4309
C 18.3206 3.3118 22.4891
C 17.0702 2.5831 21.9925
N 16.0610 3.3948 21.2316
C 16.8038 3.9633 20.0472
C 16.9060 2.8169 19.0135
C 15.6797 1.9331 19.3106
C 15.0618 2.5877 20.5576
C 15.4249 4.4284 22.1570
C 14.9352 3.7484 23.4557
C 14.2054 4.7550 24.3634
H 20.6337 0.8401 23.2252
H 19.9092 1.1378 21.6984
H 18.8629 0.2990 23.0090
H 20.0104 2.9300 23.6923
H 18.6311 2.0524 24.3024
H 19.0329 3.4762 21.6232
H 17.9964 4.2812 22.9415
H 16.4829 2.1771 22.7909
H 17.2936 1.6781 21.3843
H 16.0991 4.7131 19.6534
H 17.6971 4.5224 20.2468
H 16.9686 3.1722 17.9649
H 17.8695 2.3306 19.1796
H 14.9370 1.9863 18.5322
H 15.8115 0.8956 19.6085
H 14.2605 3.2503 20.2773
H 14.6494 1.9211 21.2599
H 14.5793 4.8160 21.5277
H 16.1747 5.1957 22.2798
H 15.7870 3.4247 24.0754
H 14.2263 2.9738 23.2092
H 13.8382 4.2483 25.1962
H 13.3853 5.1808 23.8415
H 14.8529 5.5169 24.7908
C 22.9293 0.7060 18.8435
C 23.9802 0.9884 17.7567
C 25.2513 1.6287 18.2672
C 26.4558 1.4468 17.2662
N 27.7881 1.8184 17.8772
C 27.7230 3.1111 18.6335
C 27.7024 4.1220 17.5062
C 28.6163 3.6461 16.3921
C 28.8422 2.1357 16.7070
C 28.3268 0.6877 18.7748
C 28.8378 -0.6096 18.1999
C 29.7458 -1.1700 19.2292
H 21.9189 0.8156 18.3907
H 22.9651 1.5224 19.6222
H 23.0496 -0.2601 19.3267
H 23.5170 1.6216 17.0310
H 24.1858 0.0284 17.2771
H 25.4978 1.2924 19.2874
H 25.1137 2.7408 18.3604
H 26.4300 1.9638 16.2870
H 26.5856 0.3653 17.1128
H 28.6968 3.1581 19.0489
H 26.9267 3.0152 19.3426
H 28.1018 5.0917 17.9222
H 26.7040 4.4924 17.2146
H 29.5448 4.1934 16.4825
H 28.1511 3.7246 15.3882
H 29.8651 1.8871 17.0062
H 28.6800 1.5382 15.8276
H 27.4754 0.4793 19.4373
H 29.0585 1.1265 19.4636
H 29.3525 -0.5479 17.2856
H 28.0086 -1.2230 18.1606
H 29.3261 -1.1345 20.2485
H 30.7869 -0.8309 19.3145
H 29.7600 -2.2348 19.0384
C 22.1185 7.8948 23.3549
C 21.7367 9.0041 22.4029
C 22.5447 9.1695 21.1147
C 24.0121 9.5067 21.3288
N 24.8082 9.4013 20.0220
C 24.2024 10.1719 18.9572
C 24.5455 11.6216 19.2055
C 25.8621 11.6029 20.0084
C 26.1217 10.0590 20.2034
C 24.9585 7.9198 19.6844
C 25.2900 7.0342 20.8332
C 25.8340 5.6981 20.4262
H 22.0768 6.9256 22.9013
H 21.4323 7.8413 24.1876
H 23.0523 8.1262 23.8656
H 21.7132 10.0140 22.8956
H 20.7008 8.8226 22.0581
H 22.0375 9.9490 20.5308
H 22.4477 8.2941 20.5503
H 24.5490 8.8521 22.0246
H 24.1158 10.5801 21.5920
H 24.7041 9.8351 18.0634
H 23.1489 9.9572 18.9159
H 24.6579 12.1857 18.2859
H 23.7308 12.2150 19.7393
H 26.6030 12.0428 19.4027
H 25.6662 12.1594 20.9182
H 26.7860 9.7049 19.4227
H 26.6014 9.7614 21.1275
H 25.7899 7.8494 18.9050
H 23.9493 7.6175 19.2488
H 24.3266 6.7293 21.4031
H 26.0156 7.4910 21.5447
H 26.6970 5.7869 19.7088
H 25.1083 5.0394 19.9454
H 26.2796 5.1293 21.3333
C 15.3051 6.7928 17.3922
F 15.3100 7.2843 16.1591
F 16.3545 5.9828 17.5492
F 15.4553 7.7909 18.2401
S 13.7446 6.0298 17.7464
O 13.7727 4.8344 16.8847
O 13.8069 5.7965 19.1928
O 12.7634 7.0120 17.4015
C 21.9177 5.0220 17.9627
F 23.2417 4.8544 17.8706
F 21.5760 6.1920 17.5461
F 21.3697 4.1199 17.1222
S 21.4387 4.8849 19.7487
O 21.8267 3.5143 20.1446
O 22.1474 6.0086 20.2984
O 20.0043 4.9394 19.7220
*
```

Calculated values
Kohn-Sham gap   9.4 eV
HOMO energy   -13.7969 eV

(2)
The following is a DFT calculation (the ωB97M-V functional and the def2-TZVPD basis) of a molecular structure, C57H123N6O9.

The geometry in ORCA input format:
```
! wB97M-V def2-TZVPD RIJCOSX def2/J DEFGRID3
* xyz 3 1
C -21.4343 4.2391 -9.9027
C -21.1151 2.8626 -9.3616
C -21.0035 1.6615 -10.3277
N -20.5454 0.2654 -9.8413
C -20.2242 -0.6509 -11.1321
C -20.2226 -2.2268 -10.7609
C -21.2257 -2.6952 -9.7390
C -21.4298 -1.7950 -8.4632
C -21.6911 -0.3340 -8.9799
C -19.2358 0.5155 -9.0393
H -21.8888 4.9821 -9.2473
H -22.1381 4.1330 -10.7282
H -20.6392 4.7126 -10.4786
H -21.9456 2.4753 -8.7714
H -20.1947 2.8697 -8.7775
H -20.2401 1.7921 -11.0947
H -21.9762 1.5330 -10.8025
H -21.0173 -0.5052 -11.8656
H -19.3738 -0.1937 -11.6380
H -20.4566 -2.7265 -11.7009
H -19.1867 -2.4084 -10.4746
H -22.2110 -2.7860 -10.1960
H -20.9527 -3.6906 -9.3888
H -22.2135 -2.1576 -7.7981
H -20.5770 -1.7488 -7.7861
H -22.5434 -0.2242 -9.6504
H -21.7782 0.3706 -8.1528
H -19.5418 1.0473 -8.1384
H -18.5896 1.1749 -9.6186
H -18.7449 -0.4276 -8.7992
C -22.0783 3.1575 -13.6547
C -21.4621 4.1786 -14.5650
C -20.2474 3.4745 -15.1973
N -19.1560 4.3946 -15.9258
C -18.5554 5.4409 -14.9969
C -17.4352 6.2721 -15.7304
C -16.4622 5.4459 -16.5881
C -17.1013 4.3930 -17.3332
C -18.0990 3.4595 -16.5428
C -19.9550 5.0946 -17.1118
H -22.4795 2.2373 -14.0793
H -22.8694 3.4668 -12.9716
H -21.3067 2.8035 -12.9711
H -21.1019 4.8785 -13.8111
H -22.2157 4.5194 -15.2750
H -20.5067 2.7320 -15.9520
H -19.5588 3.2229 -14.3907
H -18.0639 4.8693 -14.2097
H -19.4272 6.0032 -14.6623
H -16.8621 6.7631 -14.9440
H -17.8238 7.0229 -16.4184
H -15.6522 5.0665 -15.9650
H -15.9384 6.1336 -17.2521
H -16.2964 3.6847 -17.5289
H -17.3506 4.6477 -18.3634
H -17.7824 3.0145 -15.5995
H -18.6873 2.7004 -17.0583
H -20.3888 4.2935 -17.7102
H -19.2734 5.7278 -17.6798
H -20.8224 5.5988 -16.6858
C -31.3874 1.5676 -10.6468
C -30.0383 1.8855 -11.3503
C -28.9164 1.9694 -10.2789
N -27.5597 2.3483 -10.9397
C -27.5503 3.6436 -11.7812
C -26.1662 4.2356 -12.2542
C -25.3676 4.4704 -11.0003
C -25.1962 3.1577 -10.1926
C -26.5612 2.5789 -9.7668
C -27.1195 1.1423 -11.7708
H -31.6602 2.4584 -10.0810
H -31.1448 0.7550 -9.9621
H -32.0517 1.2358 -11.4448
H -30.2197 2.8112 -11.8965
H -29.7589 1.1111 -12.0648
H -28.8261 1.0527 -9.6962
H -29.2030 2.7862 -9.6164
H -28.0716 4.3298 -11.1138
H -28.2876 3.4349 -12.5564
H -26.1476 5.0830 -12.9395
H -25.7094 3.4480 -12.8535
H -25.9003 5.1952 -10.3848
H -24.3945 4.9162 -11.2064
H -24.7346 3.4251 -9.2421
H -24.4701 2.5371 -10.7177
H -27.0606 3.3144 -9.1362
H -26.4272 1.7200 -9.1092
H -27.2358 0.2529 -11.1515
H -26.0712 1.3712 -11.9627
H -27.6493 1.0407 -12.7179
C -15.9031 -0.2003 -17.8165
C -16.5334 -0.6513 -16.4026
C -17.9296 -1.3197 -16.5527
N -18.6111 -2.0021 -15.3386
C -17.5503 -2.7747 -14.5511
C -18.0820 -3.7438 -13.4345
C -19.1609 -4.6353 -13.9822
C -20.3106 -3.9403 -14.6552
C -19.7433 -2.9527 -15.7603
C -19.2437 -0.8733 -14.5158
H -16.0871 -0.9962 -18.5382
H -14.8518 0.0551 -17.6833
H -16.3838 0.7108 -18.1728
H -16.4359 0.1519 -15.6723
H -15.7665 -1.3828 -16.1478
H -17.6181 -2.1429 -17.1957
H -18.5956 -0.5465 -16.9357
H -16.9151 -3.3678 -15.2090
H -16.8247 -2.0573 -14.1677
H -17.2368 -4.3768 -13.1644
H -18.3855 -3.1301 -12.5864
H -18.7869 -5.2715 -14.7843
H -19.5190 -5.3637 -13.2547
H -20.9598 -4.6713 -15.1371
H -21.1015 -3.4195 -14.1154
H -19.3800 -3.5046 -16.6272
H -20.5057 -2.3399 -16.2412
H -18.6521 0.0154 -14.2960
H -19.2378 -1.3461 -13.5337
H -20.3153 -0.7001 -14.6147
C -29.0054 -2.3012 -12.9353
C -27.8104 -3.0822 -12.5700
C -27.7824 -3.6312 -11.1787
N -26.4513 -4.3377 -10.6546
C -26.5926 -4.9003 -9.1888
C -26.8803 -3.7597 -8.2046
C -25.7163 -2.7541 -8.1209
C -25.4290 -2.1545 -9.5096
C -25.2997 -3.2804 -10.6097
C -26.1488 -5.5161 -11.5180
H -29.9507 -2.8424 -12.8968
H -28.8955 -1.8308 -13.9124
H -29.1799 -1.3973 -12.3517
H -26.9741 -2.4046 -12.7417
H -27.8252 -3.9531 -13.2252
H -28.5600 -4.3581 -10.9441
H -27.8574 -2.8100 -10.4659
H -27.4107 -5.6197 -9.1533
H -25.7251 -5.4458 -8.8176
H -27.9114 -3.4092 -8.2507
H -26.8478 -4.3344 -7.2790
H -25.8308 -2.0750 -7.2760
H -24.8317 -3.3243 -7.8371
H -26.3185 -1.5303 -9.5954
H -24.6392 -1.4098 -9.6088
H -25.3515 -2.9418 -11.6445
H -24.4271 -3.9006 -10.4045
H -25.9194 -5.4081 -12.5781
H -26.9430 -6.2610 -11.4688
H -25.2706 -5.9491 -11.0390
C -28.5237 -4.5937 -15.9305
C -27.8175 -3.3616 -16.5934
C -26.4526 -3.9361 -17.2595
N -25.5395 -2.8300 -17.9097
C -24.2567 -3.6918 -18.0637
C -23.2715 -3.1306 -19.0336
C -23.8747 -2.5094 -20.3499
C -25.1429 -1.6664 -20.1281
C -26.2263 -2.4257 -19.3089
C -25.3018 -1.7112 -16.8905
H -27.8182 -5.3995 -15.7281
H -29.0845 -5.0055 -16.7696
H -29.2163 -4.3960 -15.1123
H -27.5680 -2.5640 -15.8935
H -28.4751 -2.8412 -17.2898
H -26.7335 -4.6287 -18.0529
H -25.9393 -4.4121 -16.4241
H -24.4738 -4.7183 -18.3589
H -23.9872 -3.9343 -17.0357
H -22.5669 -3.8451 -19.4592
H -22.6565 -2.4477 -18.4474
H -24.2504 -3.3051 -20.9932
H -23.1588 -1.8756 -20.8732
H -25.6454 -1.3954 -21.0567
H -24.9115 -0.6293 -19.8850
H -26.4939 -3.3930 -19.7342
H -27.0932 -1.8419 -18.9995
H -24.8871 -2.2046 -16.0115
H -26.2043 -1.1375 -16.6797
H -24.6490 -1.1235 -17.5361
O -22.6264 -5.0957 -12.8711
C -23.2682 -5.7729 -13.8155
O -23.8266 -5.1200 -14.7492
O -23.3046 -7.0255 -13.7762
H -22.9747 -4.3038 -13.2874
O -21.4931 0.6487 -16.5617
C -21.6136 0.8311 -17.8257
O -22.7021 0.5619 -18.3159
O -20.7371 1.5156 -18.3471
H -22.3541 0.5496 -16.1488
O -23.7377 0.0026 -14.4064
C -23.5194 -0.6019 -13.2612
O -23.0059 -1.7350 -13.0196
O -23.8010 0.2822 -12.4443
H -24.0891 0.5281 -13.6840
*
```

Calculated values
Kohn-Sham gap   6.2 eV
Energy above the lowest of the compared OMol25 structures with the same formula, charge and spin   82.66 kcal per mole
HOMO energy   -11.8555 eV

Question: What is the HOMO energy in the first record?
Answer: -13.7969 eV

Question: Among the records above, which one has the highest HOMO energy?
Answer: C57H123N6O9

Question: What is the Kohn-Sham gap in the second record?
Answer: 6.2 eV

Question: Which of these has the lowest HOMO energy?
Answer: C57H120F6N5O6S2